#P
The following is a DFT calculation (the ωB97M-V functional and the def2-TZVPD basis) of an isolated molecule of C7H12.

The calculation puts the gap between HOMO and LUMO at 9.88 eV. The SMILES is C=CCC(=C)CC.

Atoms and positions in Å:
1 C -0.1294 -1.9788 -1.2435
2 C 1.0564 -1.8065 -0.6698
3 C 1.5627 -0.8068 0.3360
4 C 0.3314 0.0594 0.7325
5 C 0.0463 0.3875 1.9703
6 C -0.3820 0.8903 -0.2792
7 C -1.5288 1.8565 -0.1488
8 H -0.2456 -2.8231 -1.9313
9 H -0.9739 -1.3676 -1.1411
10 H 1.8239 -2.2691 -1.2274
11 H 2.2626 -0.0595 -0.2974
12 H 2.2485 -1.2082 1.0576
13 H 0.7567 0.4292 2.8180
14 H -0.9358 0.7374 2.2259
15 H -0.6853 0.3703 -1.1712
16 H 0.5398 1.3200 -0.6488
17 H -2.3178 1.2630 0.4376
18 H -2.0347 2.0919 -1.0525
19 H -1.3948 2.9141 0.2331

=====

#Q
The following is a DFT calculation (the ωB97M-V functional and the def2-TZVPD basis) of an isolated molecule of C7H12.

The calculation puts the gap between HOMO and LUMO at 10.03 eV. The SMILES is C=C(C)C/C=C/C.

Atoms and positions in Å:
1 C -1.3080 2.1722 1.2037
2 C -0.9592 1.3803 0.1936
3 C -1.9580 0.7642 -0.7534
4 C 0.4837 0.8461 0.1091
5 C 0.7020 -0.5248 -0.3980
6 C 1.4217 -1.4587 0.2197
7 C 1.6766 -2.8312 -0.3402
8 H -2.3502 2.4209 1.3385
9 H -0.5244 2.5639 1.8402
10 H -1.8898 1.2452 -1.7378
11 H -2.9802 0.9706 -0.4346
12 H -1.8419 -0.3161 -0.7513
13 H 0.9661 1.6222 -0.5183
14 H 0.9608 1.0350 1.0719
15 H 0.2699 -0.7908 -1.3580
16 H 1.6978 -1.2556 1.2448
17 H 2.2386 -2.7392 -1.2752
18 H 2.2215 -3.4371 0.3794
19 H 0.7431 -3.3427 -0.5715

=====

The relative energies come out as #P 191.7; #Q 0.0, with values in kJ/mol.

=====

#P
The following is a DFT calculation (the ωB97M-V functional and the def2-TZVPD basis) of C2H4ClNO2 as an isolated structure.

The calculation puts the gap between HOMO and LUMO (alpha / beta) at 7.11 / 8.74 eV.

Atoms and positions in Å:
1 C -0.5183 -0.3189 -0.0174
2 C 0.3937 0.9185 0.1734
3 N 0.0111 -1.6227 -0.1758
4 O -1.7607 -0.1164 -0.1407
5 O 1.3745 -1.5214 -0.1261
6 Cl -2.9748 1.5242 -0.6390
7 H 0.5678 1.1318 1.1357
8 H 1.3284 0.5497 -0.2949
9 H -0.0814 1.7689 -0.3274
10 H 1.6598 -2.3136 0.4123

=====

#Q
The following is a DFT calculation (the ωB97M-V functional and the def2-TZVPD basis) of C2H4ClNO2 as an isolated structure.

The calculation puts the gap between HOMO and LUMO at 9.59 eV.

Atoms and positions in Å:
1 C 0.0476 -0.1608 -0.7771
2 C -1.2181 0.0714 -0.0927
3 H 1.6384 -0.1047 -1.5965
4 H 1.5168 0.1336 0.9179
5 H -1.9572 0.5045 -0.9253
6 H -1.6652 -1.0937 0.0510
7 N 1.1315 -0.2061 0.1092
8 O 2.1152 -0.7841 -0.6305
9 O 0.3061 -0.2529 -2.0068
10 Cl -1.1647 0.6374 1.5944

=====

The relative energies come out as #P 98.7; #Q 0.0, with values in kJ/mol.

=====

#P
The following is a DFT calculation (the ωB97M-V functional and the def2-TZVPD basis) of an isolated ion of composition C4H8N3 and charge +1.

The calculation puts the gap between HOMO and LUMO at 10.13 eV. The SMILES is N/C=C\CC#[N+]N. The net charge is +1.

Atoms and positions in Å:
1 N -0.0643 -1.0706 -1.1280
2 C 1.3979 -1.0113 -1.1404
3 C 1.8344 -0.2162 -0.1361
4 C 0.7911 0.0269 0.9632
5 C -0.4626 0.4359 0.3812
6 N -1.5096 0.9847 0.3741
7 N -2.7301 1.2043 -0.1194
8 H -0.5267 -0.4688 -1.8319
9 H -0.5218 -1.9545 -0.9019
10 H 1.7861 -1.6000 -1.9405
11 H 2.8354 -0.1055 0.0030
12 H 0.4938 -1.0538 1.1991
13 H 1.1479 0.4721 1.8887
14 H -3.1281 2.1331 -0.2854
15 H -3.2942 0.6212 0.5101

=====

#Q
The following is a DFT calculation (the ωB97M-V functional and the def2-TZVPD basis) of an isolated ion of composition C4H8N3 and charge +1.

The calculation puts the gap between HOMO and LUMO at 8.12 eV. The net charge is +1.

Atoms and positions in Å:
1 C 0.4447 0.1783 -0.1850
2 C -1.6414 -0.7124 -1.0325
3 C 2.2256 0.7627 -0.1198
4 C -1.4574 -0.1631 1.2656
5 N 1.1393 0.5204 0.8504
6 N -0.8994 -0.2410 -0.0582
7 N 1.4233 0.1299 -1.1854
8 H -2.6114 -0.9831 -0.7079
9 H -1.2310 -0.7290 -2.0538
10 H 2.1501 1.8682 -0.1714
11 H 3.1600 0.2321 0.1034
12 H -1.4788 -1.1637 1.8809
13 H -0.7023 0.5695 1.7731
14 H -2.3465 0.3929 1.2851
15 H 1.8251 -0.6617 -1.6445

=====

The relative energies come out as #P 55.7; #Q 0.0, with values in kJ/mol.

=====

#P
The following is a DFT calculation (the ωB97M-V functional and the def2-TZVPD basis) of a 2-piece molecular cluster, CH3ClO2S overall.

The calculation puts the gap between HOMO and LUMO at 9.19 eV.

Atoms and positions in Å:
1 C 0.1226 0.0413 -1.3795
2 O 0.1773 -0.8946 2.4780
3 O -1.2523 1.0463 2.2372
4 S 0.0740 0.5578 2.5650
5 Cl 0.8457 -1.6861 -2.1248
6 H -0.3159 0.5632 -2.2319
7 H 0.9692 0.4885 -0.9492
8 H -0.6206 -0.1165 -0.5949

=====

#Q
The following is a DFT calculation (the ωB97M-V functional and the def2-TZVPD basis) of a 2-piece molecular cluster, CH3ClO2S overall.

The calculation puts the gap between HOMO and LUMO at 9.41 eV. The SMILES is OSCl.C=O.

Atoms and positions in Å:
1 O 1.5328 -2.1893 -0.0176
2 S 2.5596 -0.9199 0.2722
3 Cl 2.1279 0.4367 -1.1752
4 H 0.9572 -2.1655 0.7391
5 C -1.8481 1.2266 0.0584
6 O -2.5425 0.7571 -0.7616
7 H -2.0235 1.3510 1.1637
8 H -0.7633 1.5033 -0.2790

=====

The relative energies come out as #P 0.0; #Q 79.0, with values in kJ/mol.